Entry 1:
Below is an isolated molecule of C3HNS, with properties calculated with the ωB97M-V functional and the def2-TZVPD basis.

Each line ends with the Mulliken charge.
Atoms and positions in Å:
1 N -1.98 1.62 -0.57  -0.349
2 C -1.11 0.95 -0.20  0.394
3 C -0.28 -0.15 -0.06  -0.169
4 C 0.98 -0.52 0.37  -0.080
5 S 0.81 -2.06 -0.57  -0.155
6 H 1.57 0.15 1.03  0.359

For the HOMO-LUMO gap (alpha / beta), the calculation gives 6.8 / 6.9 eV. Its HOMO energy (alpha / beta) is -0.3342 / -0.3342 Eh. The spin multiplicity is 1. The value obtained for the energy relative to the best compared isomer or geometry (same formula, charge and spin) is 66.7 kcal per mole. Its SMILES is N#CC1=CS1.

***

Entry 2:
Below is a cluster of 5 separate species, C5H17O6 in total, with properties calculated with the ωB97M-V functional and the def2-TZVPD basis.

Each line ends with the Mulliken charge.
Atoms and positions in Å:
1 O -0.78 -0.59 0.79  -0.841
2 C 0.11 0.27 1.06  0.316
3 O 0.00 1.16 1.93  -0.760
4 C 1.40 0.23 0.26  0.081
5 C 1.64 1.56 -0.44  -1.007
6 C 0.57 2.09 -1.39  -0.219
7 C -0.26 3.20 -0.72  -1.231
8 H 2.26 -0.26 0.72  0.368
9 H 1.13 -0.49 -0.52  -0.190
10 H 1.82 2.28 0.37  0.372
11 H 2.63 1.58 -0.91  0.448
12 H 1.04 2.44 -2.32  0.376
13 H -0.11 1.32 -1.75  0.098
14 H -0.43 2.96 0.33  0.318
15 H -1.27 3.31 -1.15  0.345
16 H 0.27 4.14 -0.88  0.300
17 H 0.69 -1.96 -2.14  0.325
18 H -0.33 -0.91 -2.27  0.344
19 O 0.37 -1.33 -2.80  -0.684
20 H -2.78 -2.99 0.72  0.321
21 H -1.63 -2.07 0.30  0.580
22 O -2.13 -2.88 0.02  -0.706
23 H -1.83 -1.05 3.46  0.286
24 H -2.04 -1.03 2.02  0.432
25 O -2.36 -1.54 2.81  -0.694
26 H 1.30 -2.78 1.18  0.292
27 H -0.07 -3.45 0.84  0.336
28 O 0.79 -3.20 0.49  -0.609

For the HOMO-LUMO gap, the calculation gives 8.8 eV. Its HOMO energy is -0.1918 Eh. The spin multiplicity is 1. As for the total charge: -1. The value obtained for the energy relative to the best compared isomer or geometry (same formula, charge and spin) is 29.3 kcal per mole.

***

Entry 3:
Below is a cluster of 2 separate species, C6H13NO in total, with properties calculated with the ωB97M-V functional and the def2-TZVPD basis.

Each line ends with the Mulliken charge.
Atoms and positions in Å:
1 C -1.70 1.70 -1.10  -0.817
2 C -1.89 0.63 -0.33  -0.127
3 N -1.63 0.52 1.04  -0.282
4 C -0.89 -0.68 1.49  -0.909
5 C 0.54 -0.82 1.05  -0.421
6 C 1.27 0.06 0.38  0.304
7 C 2.76 -0.02 0.16  -1.156
8 H -1.19 2.59 -0.74  0.247
9 H -2.15 1.68 -2.08  0.281
10 H -2.33 -0.26 -0.74  0.392
11 H -1.20 1.36 1.42  0.311
12 H -0.92 -0.65 2.58  0.376
13 H -1.49 -1.51 1.13  0.387
14 H 0.98 -1.75 1.39  0.276
15 H 0.73 0.93 0.04  0.271
16 H 2.95 -0.22 -0.90  0.254
17 H 3.21 0.94 0.42  0.318
18 H 3.16 -0.81 0.80  0.318
19 O -0.02 -1.52 -2.27  -0.650
20 H 0.19 -0.58 -2.38  0.340
21 H -0.38 -1.59 -1.37  0.288

For the HOMO-LUMO gap, the calculation gives 9.5 eV. Its HOMO energy is -0.3144 Eh. The spin multiplicity is 1. The value obtained for the energy relative to the best compared isomer or geometry (same formula, charge and spin) is 49.2 kcal per mole. Its SMILES is C=CNC/C=C/C.O.

***

Entry 4:
Below is the ion C6H10ClO2Si with charge -1, with properties calculated with the ωB97M-V functional and the def2-TZVPD basis.

Each line ends with the Mulliken charge.
Atoms and positions in Å:
1 C 1.17 1.24 1.57  -1.256
2 Si 0.69 0.20 -0.15  0.490
3 C 1.58 1.09 -1.52  -0.983
4 C 1.31 -1.59 0.02  -0.990
5 C -1.14 0.24 -0.28  0.516
6 Cl -1.97 1.71 -0.46  -0.254
7 C -1.95 -0.90 -0.04  -0.277
8 C -3.55 -0.84 0.01  0.329
9 O -3.94 -1.10 -1.15  -0.666
10 O -4.15 -0.55 1.06  -0.704
11 H 1.21 2.27 1.85  0.384
12 H 0.52 0.83 2.30  0.354
13 H 2.12 0.77 1.76  0.312
14 H 2.58 1.59 -1.15  0.241
15 H 1.65 0.59 -2.50  0.369
16 H 0.98 2.05 -1.78  0.241
17 H 1.77 -1.90 -0.92  0.293
18 H 2.12 -1.49 0.77  0.290
19 H 0.52 -2.36 0.43  0.244
20 H -1.54 -1.85 0.20  0.069

For the HOMO-LUMO gap, the calculation gives 7.5 eV. Its HOMO energy is -0.1562 Eh. The spin multiplicity is 1. As for the total charge: -1. Its SMILES is C[Si](C)(C)/C(Cl)=C/C(=O)[O-].

***

Entry 5:
Below is a structure of composition C22H42BiN4OS, with properties calculated with the ωB97M-V functional and the def2-TZVPD basis.

Each line ends with the Mulliken charge.
Atoms and positions in Å:
1 Bi -0.36 -0.86 0.33  1.330
2 C -4.41 -1.36 -2.58  -0.296
3 C -4.50 0.16 -2.21  -1.013
4 N -3.40 0.62 -1.33  -0.076
5 C -3.39 2.03 -1.09  -0.904
6 C -2.18 2.39 -0.26  -0.939
7 N -0.83 1.83 -0.67  0.160
8 C -0.25 2.26 -1.97  -0.801
9 C -0.56 1.30 -3.11  -0.855
10 C -0.10 -0.15 -2.97  -0.524
11 N -0.99 -0.91 -2.00  0.584
12 C -1.16 -2.31 -2.48  -0.860
13 C -1.94 -3.16 -1.45  -1.291
14 N -3.01 -2.49 -0.78  -0.020
15 C -4.22 -2.50 -1.59  -1.024
16 H -3.55 -1.46 -3.19  0.065
17 H -5.27 -1.47 -3.23  0.432
18 H -5.52 0.37 -1.81  0.428
19 H -4.50 0.76 -3.12  0.503
20 H -3.49 0.03 -0.53  0.146
21 H -4.29 2.53 -0.60  0.333
22 H -3.43 2.45 -2.11  0.481
23 H -2.27 1.86 0.75  0.265
24 H -2.15 3.44 -0.14  0.557
25 H -0.23 2.11 0.10  0.258
26 H 0.82 2.30 -1.82  0.306
27 H -0.52 3.25 -2.38  0.321
28 H -0.02 1.76 -3.91  0.578
29 H -1.61 1.39 -3.43  0.125
30 H 0.94 -0.21 -2.63  0.153
31 H -0.15 -0.63 -3.93  0.507
32 H -1.92 -0.41 -2.07  -0.285
33 H -0.18 -2.70 -2.56  0.620
34 H -1.63 -2.33 -3.45  0.525
35 H -1.24 -3.36 -0.61  0.267
36 H -2.30 -4.12 -1.92  0.503
37 H -3.21 -3.02 0.09  0.259
38 H -5.06 -2.54 -0.93  0.474
39 H -4.32 -3.47 -2.13  0.371
40 C 3.77 -2.29 0.05  -2.060
41 C 2.73 -1.43 0.67  2.299
42 C 2.22 -2.23 1.87  -1.524
43 C 1.57 -1.11 -0.24  -1.844
44 C 3.49 -0.17 1.11  -0.007
45 C 4.45 -0.11 2.08  -0.004
46 C 5.01 1.06 2.52  -1.063
47 C 4.70 2.27 1.93  -0.450
48 C 3.86 2.25 0.86  -0.661
49 C 3.16 1.07 0.49  0.162
50 H 3.40 -3.28 -0.20  0.439
51 H 4.63 -2.34 0.71  0.469
52 H 4.23 -1.82 -0.83  0.422
53 H 1.70 -3.14 1.55  0.395
54 H 1.45 -1.59 2.47  0.018
55 H 3.01 -2.31 2.61  0.441
56 H 1.80 -1.09 -1.28  0.621
57 H 4.82 -1.00 2.53  0.375
58 H 5.76 0.97 3.29  0.418
59 H 5.14 3.20 2.26  0.439
60 H 3.56 3.21 0.43  0.353
61 H 2.45 1.23 -0.32  0.176
62 C 1.89 0.57 4.42  -0.640
63 S 0.17 1.01 4.16  0.363
64 C 0.17 2.56 4.95  -1.047
65 O 0.06 1.33 2.70  -0.567
66 H 2.09 0.69 5.52  0.504
67 H 2.64 1.11 3.82  0.040
68 H 1.97 -0.52 4.27  0.203
69 H 0.39 2.40 6.02  0.425
70 H -0.85 2.99 4.80  0.341
71 H 0.93 3.16 4.50  0.302

For the HOMO-LUMO gap (alpha / beta), the calculation gives 7.7 / 7.7 eV. Its HOMO energy (alpha / beta) is -0.3788 / -0.3789 Eh. The spin multiplicity is 1. As for the total charge: +1.

***

Entry 6:
Below is a cluster of 2 separate species, C4H14N2O in total, with properties calculated with the ωB97M-V functional and the def2-TZVPD basis.

Each line ends with the Mulliken charge.
Atoms and positions in Å:
1 C -0.12 -1.99 0.50  -1.307
2 C 0.86 -0.94 1.02  0.363
3 C 1.68 -0.36 -0.11  -1.326
4 N 0.07 0.12 1.69  -0.622
5 H -0.79 -2.33 1.30  0.386
6 H -0.70 -1.58 -0.32  0.255
7 H 0.41 -2.87 0.14  0.381
8 H 1.53 -1.41 1.74  0.367
9 H 1.06 -0.10 -0.97  0.272
10 H 2.41 -1.11 -0.40  0.405
11 H 2.21 0.55 0.21  0.347
12 H -0.50 -0.30 2.41  0.264
13 H 0.68 0.76 2.18  0.241
14 N -0.89 1.00 -2.17  -0.549
15 C -1.02 1.83 -0.95  -0.332
16 O -1.62 1.10 0.05  -0.651
17 H -1.74 0.45 -2.19  0.216
18 H -1.01 1.61 -2.99  0.244
19 H 0.00 2.13 -0.68  0.229
20 H -1.59 2.74 -1.17  0.300
21 H -0.95 0.71 0.71  0.517

For the HOMO-LUMO gap, the calculation gives 9.8 eV. Its HOMO energy is -0.3263 Eh. The spin multiplicity is 1. The value obtained for the energy relative to the best compared isomer or geometry (same formula, charge and spin) is 22.5 kcal per mole. Its SMILES is CC(C)N.NCO.

***

no.,maximum force (eV/A)
1,6.4
2,2.7
3,1.1
4,5.0
5,3.4
6,1.1